{
  "formula": "C29H52F6O24P",
  "method": "wB97M-V/def2-TZVPD",
  "symbols": ["P", "F", "F", "F", "F", "F", "F", "C", "C", "O", "C", "O", "O", "H", "H", "H", "H", "C", "C", "O", "C", "O", "O", "H", "H", "H", "H", "C", "C", "O", "C", "O", "O", "H", "H", "H", "H", "C", "C", "O", "C", "O", "O", "C", "H", "H", "H", "H", "H", "H", "H", "H", "C", "C", "O", "C", "O", "O", "C", "H", "H", "H", "H", "H", "H", "H", "H", "C", "C", "O", "C", "O", "O", "C", "H", "H", "H", "H", "H", "H", "H", "H", "C", "C", "O", "C", "O", "O", "C", "H", "H", "H", "H", "H", "H", "H", "H", "C", "C", "O", "C", "O", "O", "C", "H", "H", "H", "H", "H", "H", "H", "H"],
  "coordinates": [[0.805, 1.043, 1.122], [0.360, 0.813, -0.376], [2.212, 1.699, 0.644], [0.171, 2.488, 1.223], [1.346, 1.161, 2.691], [-0.645, 0.458, 1.670], [1.419, -0.451, 1.072], [4.802, 3.761, 1.018], [6.011, 4.298, 0.217], [6.850, 3.162, 0.050], [6.470, 2.237, 0.922], [7.045, 1.182, 1.137], [5.435, 2.650, 1.592], [3.975, 3.368, 0.428], [4.571, 4.492, 1.793], [6.603, 4.920, 0.888], [5.761, 4.790, -0.723], [-0.368, 3.393, -2.076], [0.772, 4.269, -1.661], [0.607, 5.489, -2.416], [-0.403, 5.279, -3.295], [-0.778, 6.168, -4.159], [-1.045, 4.174, -3.008], [-1.037, 3.056, -1.284], [-0.213, 2.524, -2.714], [1.659, 3.681, -1.899], [0.805, 4.602, -0.624], [4.177, -0.154, -1.478], [3.616, 1.126, -2.073], [3.745, 0.956, -3.473], [4.545, -0.125, -3.696], [4.984, -0.552, -4.755], [4.975, -0.631, -2.495], [3.447, -0.916, -1.205], [4.690, 0.098, -0.550], [4.368, 1.842, -1.742], [2.631, 1.308, -1.644], [-2.518, 3.306, 3.021], [-3.120, 3.015, 1.694], [-4.406, 3.694, 1.663], [-4.769, 4.372, 0.525], [-5.606, 5.260, 0.490], [-4.137, 3.883, -0.577], [-4.382, 4.473, -1.921], [-2.343, 4.381, 3.044], [-1.522, 2.864, 2.990], [-3.050, 3.039, 3.934], [-3.524, 2.003, 1.656], [-2.453, 3.063, 0.834], [-3.595, 5.165, -2.221], [-5.349, 4.938, -2.115], [-4.414, 3.606, -2.581], [1.476, -3.207, -1.239], [0.284, -2.576, -1.847], [-0.820, -3.315, -1.322], [-2.031, -2.898, -1.566], [-2.286, -2.040, -2.401], [-3.009, -3.499, -0.830], [-2.695, -4.405, 0.237], [1.704, -2.892, -0.221], [2.357, -3.013, -1.852], [1.547, -4.291, -1.332], [0.309, -2.766, -2.920], [0.291, -1.528, -1.548], [-1.888, -4.114, 0.908], [-2.511, -5.312, -0.339], [-3.537, -4.671, 0.877], [-7.436, 2.603, -4.450], [-6.426, 1.434, -4.220], [-5.820, 1.513, -2.983], [-4.921, 0.628, -2.599], [-4.523, -0.377, -3.212], [-4.403, 1.064, -1.433], [-3.196, 0.483, -0.929], [-6.993, 3.599, -4.471], [-8.207, 2.538, -3.683], [-7.917, 2.402, -5.407], [-5.640, 1.451, -4.975], [-6.968, 0.489, -4.260], [-3.369, -0.270, -0.160], [-2.578, 1.065, -0.246], [-2.567, -0.004, -1.674], [4.436, -5.983, -0.196], [4.000, -5.197, 1.035], [4.031, -3.774, 0.759], [3.747, -3.020, 1.832], [3.039, -3.342, 2.829], [4.313, -1.853, 1.662], [4.241, -0.781, 2.462], [5.479, -5.704, -0.351], [3.781, -5.640, -0.997], [4.337, -7.068, -0.217], [4.674, -5.437, 1.857], [2.970, -5.459, 1.278], [5.217, -0.296, 2.430], [4.064, -1.038, 3.507], [3.627, 0.057, 2.134], [-1.145, -1.693, 5.096], [-0.819, -2.205, 3.660], [-1.583, -3.323, 3.361], [-1.079, -4.585, 3.497], [0.094, -4.858, 3.556], [-2.117, -5.355, 3.493], [-2.073, -6.714, 3.702], [-2.136, -1.864, 5.515], [-0.970, -0.620, 5.021], [-0.429, -2.017, 5.852], [0.260, -2.325, 3.560], [-1.134, -1.460, 2.930], [-3.077, -7.121, 3.586], [-1.746, -6.964, 4.712], [-1.411, -7.173, 2.968]],
  "total_energy_ha": -3882.8094,
  "de_lowest_kcal_mol": 0.00,
  "charge": -1,
  "molar_mass_g_mol": 929.7,
  "lumo_energy_ev": 2.018,
  "homo_lumo_gap_ev": 10.2,
  "max_force_ev_per_a": 6.38
}

=====

{
  "formula": "C10H28BF3NaO8",
  "method": "wB97M-V/def2-TZVPD",
  "symbols": ["Na", "B", "H", "H", "H", "H", "C", "O", "O", "C", "F", "F", "F", "C", "C", "H", "H", "H", "H", "H", "H", "C", "C", "O", "O", "H", "H", "H", "H", "H", "H", "C", "C", "O", "O", "H", "H", "H", "H", "H", "H", "C", "C", "O", "O", "H", "H", "H", "H", "H", "H"],
  "coordinates": [[-0.257, 0.212, 0.673], [-1.174, 1.513, 3.010], [-1.175, 2.598, 3.551], [-1.801, 1.617, 1.964], [-0.050, 1.100, 2.856], [-1.816, 0.742, 3.720], [2.567, 2.379, 0.290], [3.558, 2.658, -0.783], [1.411, 2.035, -0.177], [3.075, 1.449, 1.409], [4.400, 1.555, 1.713], [2.464, 1.776, 2.548], [2.818, 0.142, 1.211], [4.531, 1.744, -1.195], [4.010, 0.606, -2.056], [4.844, -0.018, -2.384], [3.411, -0.047, -1.413], [3.356, 0.970, -2.844], [5.173, 1.337, -0.410], [5.234, 2.335, -1.802], [2.504, 3.367, 0.794], [-2.662, 0.388, -1.721], [-4.146, 0.497, -1.579], [-4.552, 1.766, -2.051], [-1.941, 1.307, -0.904], [-2.352, 0.482, -2.774], [-2.324, -0.620, -1.461], [-4.496, 0.272, -0.570], [-4.582, -0.295, -2.212], [-5.259, 2.119, -1.508], [-2.201, 2.200, -1.146], [0.723, -2.790, -2.437], [0.903, -1.367, -1.971], [1.136, -1.343, -0.579], [-0.402, -3.329, -1.728], [1.614, -3.368, -2.164], [0.560, -2.841, -3.518], [0.021, -0.781, -2.242], [1.776, -0.933, -2.466], [1.954, -0.865, -0.412], [-0.421, -4.285, -1.801], [-2.750, -1.462, 2.018], [-1.923, -1.893, 3.204], [-0.607, -1.418, 3.090], [-2.123, -1.822, 0.762], [-2.929, -0.388, 2.039], [-3.738, -1.947, 1.976], [-1.936, -2.982, 3.301], [-2.364, -1.473, 4.118], [-0.653, -0.439, 3.170], [-1.412, -2.459, 0.892]],
  "total_energy_ha": -1486.4936,
  "de_lowest_kcal_mol": 3.03,
  "charge": -1,
  "molar_mass_g_mol": 367.1,
  "lumo_energy_ev": 2.103,
  "homo_lumo_gap_ev": 6.6,
  "max_force_ev_per_a": 1.55
}

=====

- Look up the charge of the second one.
  -1